Density functional theory data (ωB97M-V/def2-TZVPD) for 2 unconnected molecules or ions with the total composition CH3I2N.

```
7
Properties=species:S:1:pos:R:3:lowdin_charge:R:1
I 0.2544 0.3431 3.6494 0.5904
I 0.8142 -2.7880 2.3620 0.5958
N 1.1944 -0.8187 2.2964 -1.1904
C 0.0627 -0.0365 0.0931 0.0373
H -0.9374 -0.2826 0.3858 -0.0099
H 0.6302 -0.7320 -0.4916 -0.0105
H 0.4274 0.9597 0.2131 -0.0127
```

Output
net charge	0
frontier orbital gap (alpha / beta)	8.0 / 7.2	eV
E_HOMO (alpha / beta)	-8.97 / -8.51	eV

=====

Density functional theory data (ωB97M-V/def2-TZVPD) for a single C9H6Cl6O2 molecule.

```
23
Properties=species:S:1:pos:R:3:lowdin_charge:R:1
Cl 0.7437 -0.5520 2.9544 0.7109
Cl -1.7799 -1.4864 0.8954 0.7007
Cl 2.1457 0.6061 -2.4662 0.6936
Cl 1.8227 -2.4700 1.1499 0.6451
Cl 3.4617 0.5779 0.9792 0.6978
Cl 1.9005 3.7649 1.3842 0.6820
O -0.4508 2.6429 1.9370 -0.1143
O -0.2832 -1.6264 -1.8632 0.1113
C 1.0057 -0.7914 1.1782 -0.9984
C 0.8970 2.3213 1.6611 -0.7107
C -1.3020 1.5863 1.4591 -0.1510
C 1.7407 -0.4151 -1.0416 -0.5972
C 1.7848 0.2591 0.3425 -0.7680
C 0.8980 1.5052 0.3603 -0.2980
C -0.5380 0.9621 0.2999 -0.1893
C -0.2674 -0.6030 0.3492 -0.6690
C 0.3146 -0.9329 -1.0234 -0.3939
H 1.2864 1.7392 2.4672 0.0418
H -1.0160 1.2487 -0.6355 0.1643
H 1.1694 2.1931 -0.4862 0.1275
H 2.4170 -1.2512 -1.1078 0.0891
H -1.5313 0.9126 2.2919 0.0916
H -2.2481 1.9801 1.0854 0.1340
```

Output
SMILES	O=C1[C@@H](Cl)[C@@]2(Cl)[C@@H]3[C@@H](Cl)OC[C@@H]3[C@]1(Cl)C2(Cl)Cl
net charge	0
frontier orbital gap	10.0	eV
E_HOMO	-10.66	eV

=====

Energy relative to the best compared isomer or geometry (same formula, charge and spin) per entry: 334.9; 14.4 kJ/mol
Molar mass per entry: 282.85; 358.86 g/mol
E per entry: -18772.3891; -88659.3507 eV